A structure of composition C23H45N4O2P3Zr in a non-equilibrium geometry, computed with wB97M-V/def2-TZVPD.

Geometry as XYZ:
```
78
Properties=species:S:1:pos:R:3
P -0.840 2.013 3.066
C -0.168 1.202 4.494
H 0.106 1.967 5.244
H 0.732 0.596 4.252
H -0.928 0.540 4.941
C 0.112 3.445 2.583
H -0.330 3.938 1.706
H 1.144 3.147 2.346
H 0.135 4.164 3.423
C -2.586 2.380 3.154
H -2.759 3.248 3.810
H -3.126 1.511 3.558
H -2.976 2.605 2.150
P -2.465 -1.706 -1.411
C -2.348 -3.153 -0.334
H -3.074 -3.925 -0.629
H -2.550 -2.842 0.699
H -1.338 -3.574 -0.377
C -4.211 -1.237 -1.265
H -4.425 -0.358 -1.882
H -4.424 -0.984 -0.219
H -4.855 -2.069 -1.577
C -2.357 -2.388 -3.092
H -3.176 -3.096 -3.274
H -1.396 -2.899 -3.223
H -2.414 -1.573 -3.824
P 2.630 0.245 -1.557
C 3.656 -1.143 -1.044
H 4.709 -0.831 -0.970
H 3.572 -1.957 -1.776
H 3.335 -1.528 -0.058
C 2.940 0.360 -3.347
H 4.013 0.492 -3.540
H 2.386 1.199 -3.785
H 2.594 -0.563 -3.827
C 3.466 1.710 -0.873
H 4.470 1.820 -1.306
H 3.544 1.624 0.219
H 2.878 2.611 -1.096
Zr -0.651 0.787 -1.150
C -0.792 0.890 1.529
O -1.008 -0.340 1.602
C 0.429 -1.331 -1.358
O 0.782 -2.452 -1.304
C -0.669 1.556 -3.208
C 0.176 2.373 -2.407
C -0.319 2.950 -1.203
C -1.665 2.706 -0.805
C -2.499 1.846 -1.574
C -1.997 1.267 -2.785
H -0.302 1.149 -4.154
H 1.186 2.604 -2.744
H 0.346 3.561 -0.591
H -2.035 3.117 0.132
H -3.513 1.622 -1.240
H -2.641 0.649 -3.411
C 2.000 -3.177 2.094
N 2.883 -2.025 1.799
C 4.164 -2.220 2.529
N 3.949 -2.321 3.985
C 3.057 -3.474 4.234
N 1.755 -3.316 3.543
C 1.120 -2.084 4.028
N 1.969 -0.885 3.759
C 2.243 -0.803 2.313
C 3.267 -1.094 4.452
H 2.479 -4.096 1.729
H 1.036 -3.021 1.588
H 4.825 -1.365 2.323
H 4.624 -3.153 2.174
H 2.875 -3.550 5.315
H 3.542 -4.387 3.861
H 0.151 -1.951 3.526
H 0.975 -2.168 5.115
H 2.913 0.054 2.131
H 1.299 -0.646 1.772
H 3.079 -1.188 5.530
H 3.914 -0.230 4.246
```

* total charge: +4
* E: -63737.734 eV
* spin multiplicity: 1
* ΔE to the lowest compared entry with this formula, charge and spin: 0.000 eV